(1)
Formula: C4H14N2O
Source: OMol25
Level of theory: the ωB97M-V functional and the def2-TZVPD basis

Summary:
**Total charge**: +1
**Gap between HOMO and LUMO (alpha / beta)**: 3.89 / 11.86 eV
**2S+1**: 2
**Energy above the lowest of the compared OMol25 structures with the same formula, charge and spin**: 3.277 eV
**E**: -345.1236 Ha

Element x y z (Å)
C -1.26 -1.09 1.08
O -2.76 -1.08 0.92
C -0.53 -0.06 0.14
C 0.95 -0.57 -0.03
C 1.93 0.30 -0.74
N 1.92 1.66 0.15
N -1.55 -0.02 -1.23
H -0.80 -2.07 0.79
H -1.06 -0.72 2.10
H -3.22 -0.66 1.68
H -0.52 0.98 0.43
H 1.24 -0.95 0.93
H 0.73 -1.49 -0.52
H 2.93 -0.28 -0.62
H 1.71 0.48 -1.77
H 2.88 1.67 0.55
H 1.73 2.47 -0.35
H 1.19 1.60 0.87
H -1.15 -0.43 -2.12
H -1.97 0.94 -1.34
H -2.39 -0.68 -0.93

***

(2)
Formula: C5H8N2O
Source: OMol25
Level of theory: the ωB97M-V functional and the def2-TZVPD basis

Summary:
**Gap between HOMO and LUMO**: 8.95 eV
**SMILES**: C=CC(=O)C=C(N)N
**Energy above the lowest of the compared OMol25 structures with the same formula, charge and spin**: 1.465 eV
**E**: -380.0343 Ha

Element x y z (Å)
C -1.53 1.40 0.67
C -1.82 0.50 -0.24
C -1.38 -0.97 -0.17
O -2.25 -1.83 -0.07
C 0.00 -1.30 -0.08
C 1.08 -0.44 -0.12
N 2.33 -0.71 0.43
N 1.04 0.79 -0.71
H -1.76 2.48 0.62
H -0.91 1.22 1.59
H -2.48 0.71 -1.08
H 0.17 -2.33 0.27
H 2.40 -1.66 0.85
H 3.07 -0.45 -0.21
H 0.22 1.13 -1.19
H 1.83 1.46 -0.55

***

(3)
Formula: CH2F3N
Source: OMol25
Level of theory: the ωB97M-V functional and the def2-TZVPD basis

Summary:
**Gap between HOMO and LUMO (alpha / beta)**: 10.59 / 8.80 eV
**2S+1**: 3
**Energy above the lowest of the compared OMol25 structures with the same formula, charge and spin**: 0.000 eV
**E**: -393.3869 Ha

Element x y z (Å)
C -0.42 -0.30 0.32
N 0.90 0.12 0.06
F -1.16 -0.64 -0.77
F 0.60 1.84 -0.35
F 1.37 -0.34 -1.09
H -0.93 0.51 0.86
H -0.36 -1.19 0.97

***

(4)
Formula: CH5NP2
Source: OMol25
Level of theory: the ωB97M-V functional and the def2-TZVPD basis

Summary:
**Gap between HOMO and LUMO (alpha / beta)**: 6.48 / 7.15 eV
**2S+1**: 3
**Energy above the lowest of the compared OMol25 structures with the same formula, charge and spin**: 3.051 eV
**E**: -778.3378 Ha

Element x y z (Å)
C -0.18 -0.16 0.45
N -0.77 -0.78 1.38
P 0.11 1.69 0.70
P 0.26 -0.62 -1.32
H -0.88 -1.70 1.23
H -1.24 2.07 0.41
H 0.47 1.61 -0.62
H 1.55 -0.17 -1.10
H 0.68 -1.95 -1.13

***

(5)
Formula: C5H11N
Source: OMol25
Level of theory: the ωB97M-V functional and the def2-TZVPD basis

Summary:
**Gap between HOMO and LUMO**: 9.17 eV
**SMILES**: C=C(N)CCC
**Energy above the lowest of the compared OMol25 structures with the same formula, charge and spin**: 2.113 eV
**E**: -251.7849 Ha

Element x y z (Å)
C 0.46 -0.57 2.37
C 0.25 -0.83 1.10
N -0.75 -1.72 0.64
C 0.87 0.02 -0.04
C -0.17 1.19 -0.44
C -0.40 0.97 -2.07
H 1.34 0.01 2.54
H 0.15 -1.11 3.27
H -1.10 -1.82 -0.32
H -1.30 -2.27 1.29
H 1.17 -0.56 -0.89
H 1.75 0.58 0.27
H 0.38 2.20 -0.55
H -1.05 1.22 0.24
H 0.16 1.72 -2.49
H -1.55 0.96 -2.27
H -0.23 -0.01 -2.65

***

(6)
Formula: C3H6N2OS2
Source: OMol25
Level of theory: the ωB97M-V functional and the def2-TZVPD basis

Summary:
**Gap between HOMO and LUMO**: 9.69 eV
**SMILES**: N/N=C\SCC(=O)S
**Energy above the lowest of the compared OMol25 structures with the same formula, charge and spin**: 2.200 eV
**E**: -1098.9931 Ha

Element x y z (Å)
N 1.49 -0.81 1.62
N 1.18 0.47 1.83
C 1.02 1.25 0.84
S 1.28 0.79 -0.87
C -0.07 -0.38 -1.05
C -1.46 0.22 -0.98
O -1.72 1.33 -0.59
S -2.72 -0.85 -1.65
H 1.87 -1.17 2.49
H 2.10 -0.99 0.84
H 0.66 2.25 1.08
H -0.04 -1.18 -0.24
H 0.15 -0.90 -1.92
H -3.73 -0.03 -1.41

***

(7)
Formula: C43H58BrMnNO2P2Si
Source: OMol25
Level of theory: the ωB97M-V functional and the def2-TZVPD basis

Summary:
**Gap between HOMO and LUMO (alpha / beta)**: 7.13 / 7.94 eV
**2S+1**: 6
**E**: -6575.8801 Ha

Element x y z (Å)
Mn 0.29 -0.36 1.27
C 0.79 3.64 2.03
Si 0.05 2.11 1.20
C -1.84 2.37 1.19
C -2.42 3.57 1.63
C -3.79 3.69 1.83
C -4.62 2.61 1.61
C -4.09 1.42 1.16
C -2.72 1.29 0.95
P -2.01 -0.25 0.26
C -2.03 0.24 -1.52
C -3.36 0.59 -2.17
C -3.09 1.46 -3.40
C -1.84 1.01 -4.17
C -1.52 -0.45 -3.90
C -1.16 -0.65 -2.43
C -3.16 -1.60 0.77
C -2.41 -2.88 1.16
C -2.00 -3.72 -0.04
C -3.21 -4.08 -0.89
C -3.94 -2.82 -1.34
C -4.34 -1.95 -0.15
C 0.71 2.30 -0.60
C 0.25 3.34 -1.43
C 0.81 3.60 -2.67
C 1.88 2.84 -3.11
C 2.35 1.81 -2.32
C 1.77 1.51 -1.09
P 2.32 0.09 -0.06
C 3.07 -1.35 -0.98
C 4.44 -1.25 -1.70
C 4.41 -1.08 -3.22
C 3.40 -2.01 -3.88
C 2.02 -1.82 -3.25
C 2.07 -2.18 -1.77
C 3.75 0.65 0.98
C 4.39 1.97 0.52
C 5.21 2.62 1.65
C 5.82 1.55 2.55
C 4.71 0.79 3.29
C 3.41 0.70 2.47
H 0.48 4.55 1.53
H 1.88 3.60 1.98
H 0.51 3.71 3.08
H -1.78 4.42 1.83
H -4.19 4.63 2.18
H -5.69 2.70 1.79
H -4.75 0.58 0.99
H -1.50 1.19 -1.41
H -4.01 1.12 -1.48
H -3.89 -0.32 -2.47
H -2.97 2.50 -3.08
H -3.97 1.45 -4.06
H -0.98 1.61 -3.87
H -1.97 1.19 -5.24
H -0.70 -0.80 -4.53
H -2.39 -1.07 -4.16
H -0.11 -0.36 -2.27
H -1.23 -1.70 -2.16
H -3.56 -1.18 1.70
H -3.08 -3.48 1.79
H -1.54 -2.64 1.78
H -1.48 -4.62 0.29
H -1.27 -3.16 -0.65
H -3.88 -4.70 -0.30
H -2.91 -4.67 -1.76
H -4.83 -3.08 -1.92
H -3.29 -2.26 -2.01
H -5.07 -2.51 0.45
H -4.86 -1.05 -0.49
H -0.58 3.95 -1.09
H 0.42 4.40 -3.28
H 2.34 3.04 -4.06
H 3.20 1.23 -2.66
H 3.27 -1.92 -0.06
H 4.95 -2.20 -1.50
H 5.07 -0.49 -1.24
H 5.41 -1.26 -3.60
H 4.17 -0.05 -3.50
H 3.71 -3.05 -3.74
H 3.37 -1.83 -4.95
H 1.28 -2.45 -3.76
H 1.71 -0.78 -3.38
H 2.37 -3.23 -1.69
H 1.08 -2.12 -1.32
H 4.47 -0.16 0.85
H 3.62 2.67 0.18
H 5.03 1.78 -0.35
H 4.56 3.26 2.25
H 5.97 3.27 1.22
H 6.52 2.00 3.26
H 6.41 0.87 1.94
H 4.50 1.27 4.25
H 5.05 -0.22 3.53
H 2.78 1.57 2.67
H 2.83 -0.17 2.78
Br -4.19 -3.73 6.37
C -3.18 -2.50 5.36
C -3.78 -1.32 4.93
N -3.12 -0.41 4.22
C -1.86 -0.66 3.91
C -1.18 -1.81 4.29
C -1.86 -2.75 5.05
C 0.25 -2.11 3.88
O 0.91 -2.88 4.55
O 0.65 -1.52 2.80
H -4.82 -1.11 5.17
H -1.34 0.12 3.35
H -1.36 -3.65 5.38

***

(8)
Formula: C3H5N3
Source: OMol25
Level of theory: the ωB97M-V functional and the def2-TZVPD basis

Summary:
**Gap between HOMO and LUMO**: 10.63 eV
**SMILES**: C=NCC1=NN1
**Energy above the lowest of the compared OMol25 structures with the same formula, charge and spin**: 3.964 eV
**E**: -281.4444 Ha

Element x y z (Å)
C -0.64 -1.21 1.39
N -0.48 0.04 1.52
C 0.02 0.88 0.45
C 0.36 0.24 -0.86
N 0.51 -0.84 -1.46
N 0.35 0.55 -2.24
H -1.08 -1.75 2.23
H -0.37 -1.81 0.50
H 0.85 1.49 0.84
H -0.80 1.57 0.19
H 1.29 0.85 -2.56

***

(9)
Formula: C66H58BrCaN5O3P3
Source: OMol25
Level of theory: the ωB97M-V functional and the def2-TZVPD basis

Summary:
**Total charge**: +1
**Gap between HOMO and LUMO**: 7.85 eV
**Energy above the lowest of the compared OMol25 structures with the same formula, charge and spin**: 0.000 eV
**E**: -7324.9787 Ha

Element x y z (Å)
Ca 0.06 -0.05 0.54
O -1.03 -2.85 2.87
C -2.33 -2.86 3.27
C -2.81 -3.90 4.04
C -4.15 -3.91 4.42
C -5.00 -2.88 4.02
C -4.50 -1.84 3.26
C -3.16 -1.80 2.89
C -2.60 -0.62 2.14
O -1.77 -0.91 1.09
N -1.85 0.23 3.12
N -0.59 0.62 2.91
C -0.01 1.33 3.80
C 1.35 1.85 3.68
Br 2.38 1.30 2.17
C 1.84 2.71 4.58
C 3.11 3.44 4.68
C 4.35 2.93 4.27
C 5.49 3.70 4.39
C 5.42 4.98 4.92
C 4.20 5.49 5.35
C 3.06 4.71 5.25
H -1.01 -2.20 2.14
H -2.14 -4.70 4.33
H -4.53 -4.72 5.01
H -6.04 -2.90 4.31
H -5.15 -1.03 2.95
H -3.46 -0.01 1.82
H -2.27 0.44 4.01
H -0.52 1.59 4.73
H 1.11 2.97 5.35
H 4.43 1.92 3.89
H 6.44 3.30 4.08
H 6.32 5.58 5.01
H 4.15 6.47 5.79
H 2.11 5.10 5.60
N -0.19 3.11 -1.22
P -0.57 3.05 0.46
C -0.31 4.79 0.92
C -1.05 5.81 0.33
C -0.80 7.13 0.66
C 0.19 7.45 1.59
C 0.92 6.44 2.18
C 0.68 5.11 1.85
C -2.39 2.96 0.42
C -3.06 3.02 1.64
C -4.44 2.94 1.69
C -5.17 2.79 0.51
C -4.51 2.72 -0.70
C -3.13 2.80 -0.75
C 0.92 2.46 -1.74
C 1.60 3.05 -2.83
C 2.72 2.43 -3.33
C 3.14 1.22 -2.76
C 2.40 0.71 -1.72
N 1.31 1.31 -1.20
H -0.40 3.96 -1.71
H -1.85 5.58 -0.37
H -1.38 7.92 0.20
H 0.38 8.48 1.84
H 1.70 6.67 2.90
H 1.27 4.32 2.30
H -2.50 3.15 2.56
H -4.96 2.99 2.64
H -6.25 2.73 0.55
H -5.08 2.60 -1.62
H -2.62 2.73 -1.70
H 1.24 3.98 -3.24
H 3.26 2.87 -4.15
H 4.02 0.70 -3.11
H 2.69 -0.23 -1.28
C 0.32 -3.29 -1.38
N 0.45 -2.44 -2.57
C -0.86 -2.04 -3.11
P -1.58 -0.54 -2.26
C -3.35 -0.95 -2.19
C -3.99 -1.61 -3.25
C -5.35 -1.89 -3.19
C -6.09 -1.50 -2.07
C -5.47 -0.83 -1.03
C -4.10 -0.56 -1.09
C -1.53 0.65 -3.65
C -2.63 1.43 -4.01
C -2.52 2.37 -5.02
C -1.32 2.54 -5.70
C -0.23 1.77 -5.35
C -0.33 0.84 -4.32
C 1.29 -2.99 -3.60
C 1.05 -4.26 -4.13
C 1.88 -4.77 -5.12
C 2.93 -4.00 -5.61
C 3.15 -2.73 -5.11
C 2.33 -2.23 -4.10
P 1.41 -2.73 0.01
C 3.12 -2.83 -0.60
C 4.04 -1.94 -0.06
C 5.39 -2.01 -0.41
C 5.81 -2.97 -1.32
C 4.89 -3.87 -1.86
C 3.56 -3.81 -1.49
C 1.36 -4.20 1.10
C 2.45 -4.51 1.91
C 2.41 -5.60 2.76
C 1.28 -6.41 2.81
C 0.19 -6.10 2.01
C 0.22 -5.00 1.17
H 0.49 -4.35 -1.60
H -0.70 -3.21 -1.00
H -1.58 -2.86 -3.06
H -0.72 -1.78 -4.16
H -3.44 -1.89 -4.13
H -5.83 -2.40 -4.01
H -7.14 -1.71 -2.03
H -6.04 -0.51 -0.17
H -3.61 -0.04 -0.28
H -3.58 1.30 -3.50
H -3.39 2.96 -5.30
H -1.25 3.26 -6.50
H 0.71 1.89 -5.87
H 0.55 0.25 -4.06
H 0.23 -4.86 -3.76
H 1.69 -5.76 -5.52
H 3.57 -4.39 -6.39
H 3.96 -2.13 -5.49
H 2.49 -1.24 -3.68
H 3.72 -1.19 0.65
H 6.10 -1.33 0.03
H 6.85 -3.03 -1.60
H 5.22 -4.62 -2.56
H 2.86 -4.53 -1.90
H 3.35 -3.90 1.87
H 3.27 -5.83 3.37
H 1.25 -7.27 3.46
H -0.71 -6.72 2.04
H -0.66 -4.77 0.58
O 1.87 -1.83 4.52
C 1.60 -1.69 3.43

***

(10)
Formula: C3H8NO
Source: OMol25
Level of theory: the ωB97M-V functional and the def2-TZVPD basis

Summary:
**Total charge**: -1
**Gap between HOMO and LUMO**: 6.97 eV
**Energy above the lowest of the compared OMol25 structures with the same formula, charge and spin**: 1.206 eV
**E**: -249.0423 Ha

Element x y z (Å)
C 2.40 0.23 0.20
O 1.47 0.42 -0.75
H 3.08 1.09 0.39
H 1.97 0.01 1.23
H 3.11 -0.64 0.05
C -1.75 0.66 -0.54
C -0.85 -1.03 0.67
N -1.91 -0.36 0.49
H -1.76 1.67 -0.13
H -2.53 0.64 -1.31
H -0.79 0.59 -1.06
H -0.91 -1.73 1.50
H 0.08 -0.86 0.10

***

(11)
Formula: C2H3NS
Source: OMol25
Level of theory: the ωB97M-V functional and the def2-TZVPD basis

Summary:
**Gap between HOMO and LUMO (alpha / beta)**: 8.04 / 8.04 eV
**Energy above the lowest of the compared OMol25 structures with the same formula, charge and spin**: 4.962 eV
**E**: -530.7523 Ha

Element x y z (Å)
C 0.10 0.49 -0.25
C 1.92 -1.07 -0.66
N -1.00 0.02 0.46
S 1.94 0.15 0.37
H -0.06 0.51 -1.33
H -1.03 0.30 1.38
H -1.87 -0.39 0.03

***

(12)
Formula: C45H42AgCl5N7O5Te
Source: OMol25
Level of theory: the ωB97M-V functional and the def2-TZVPD basis

Summary:
**Total charge**: -2
**Gap between HOMO and LUMO (alpha / beta)**: 6.72 / 7.55 eV
**2S+1**: 2
**Energy above the lowest of the compared OMol25 structures with the same formula, charge and spin**: 0.000 eV
**E**: -5215.3021 Ha

Element x y z (Å)
Ag 1.36 -0.94 -0.48
N -1.09 -1.65 -0.18
N -1.95 -0.69 0.31
C -1.51 0.16 1.23
N -2.31 0.74 2.17
N -0.16 0.37 1.16
N 0.50 0.93 2.19
O -0.02 1.22 3.27
O 1.69 1.28 2.02
H -1.10 -1.70 -1.21
H -1.24 -2.57 0.20
H -2.90 -1.06 0.23
H -3.08 0.08 2.45
H -1.74 1.05 2.97
Cl 0.06 -0.76 -2.73
C 4.17 -1.83 -0.26
C 3.03 -1.85 0.44
C 2.90 -2.66 1.58
Cl 1.71 -2.40 2.82
C 3.73 -3.76 1.68
Cl 3.58 -5.06 2.90
C 4.78 -3.98 0.74
Cl 5.57 -5.45 0.68
C 5.04 -2.84 -0.08
Cl 6.70 -2.85 -0.78
C -0.45 -7.70 4.97
C -1.28 -6.51 5.34
C -1.11 -5.96 6.58
C -1.88 -4.91 6.99
C -2.76 -4.33 6.14
C -2.91 -4.78 4.86
N -3.68 -3.96 3.98
C -4.89 -4.19 3.33
C -5.64 -5.27 3.72
C -6.76 -5.64 3.00
C -7.23 -4.85 1.91
C -6.44 -3.81 1.50
C -5.30 -3.48 2.17
C -4.48 -2.34 1.68
O -3.97 -1.59 2.62
O -4.38 -2.11 0.47
C -2.15 -5.89 4.41
C -2.27 -6.51 3.10
H -0.07 -8.19 5.84
H 0.42 -7.44 4.33
H -1.03 -8.51 4.52
H -0.40 -6.35 7.27
H -1.69 -4.51 7.98
H -3.30 -3.43 6.37
H -3.31 -2.98 3.81
H -5.24 -5.91 4.53
H -7.33 -6.51 3.39
H -8.19 -5.08 1.36
H -6.70 -3.36 0.57
H -3.08 -7.28 3.07
H -1.36 -6.98 2.81
H -2.57 -5.82 2.32
C 6.73 1.29 -4.81
C 5.38 1.63 -4.11
C 5.35 2.04 -2.77
C 4.13 2.29 -2.16
C 4.16 2.81 -0.69
C 2.95 2.07 -2.90
Te 0.97 2.63 -2.12
N 0.44 3.76 -3.75
C -0.57 4.53 -3.31
O -1.14 4.50 -2.20
C -1.25 5.47 -4.32
C -2.25 6.29 -3.83
C -2.86 7.28 -4.64
C -2.39 7.46 -5.92
C -1.43 6.61 -6.48
C -0.87 5.61 -5.65
C 1.38 4.30 -0.86
C 0.87 4.15 0.46
C 0.63 5.25 1.27
C 0.88 6.53 0.70
C 1.38 6.66 -0.57
C 1.73 5.56 -1.36
C 2.28 5.92 -2.75
C 2.94 1.58 -4.17
C 1.71 1.06 -4.91
C 4.17 1.40 -4.75
H 7.41 2.15 -4.81
H 6.47 0.96 -5.86
H 7.17 0.48 -4.29
H 6.30 2.08 -2.26
H 5.17 2.62 -0.26
H 3.45 2.35 0.03
H 3.85 3.86 -0.67
H -2.63 6.10 -2.83
H -3.60 7.90 -4.17
H -2.87 8.25 -6.47
H -1.15 6.80 -7.48
H -0.18 4.96 -6.09
H 0.63 3.16 0.82
H 0.35 4.97 2.27
H 0.69 7.46 1.24
H 1.60 7.67 -0.94
H 2.02 5.23 -3.51
H 3.39 5.99 -2.59
H 1.84 6.88 -2.93
H 1.46 0.08 -4.54
H 1.98 1.08 -5.97
H 0.85 1.70 -4.64
H 4.19 0.96 -5.70

***

Q: Look up the E of the seventh one.
A: -6575.8801 Ha